The following is a DFT calculation (the ωB97M-V functional and the def2-TZVPD basis) of a molecular structure, C8H15N2 in a non-equilibrium geometry.

## Properties
Energy: -422.94292 Eh
HOMO: -11.6 eV
Relative energy (zero: lowest compared OMol25 entry of this formula, charge and spin): 95.0 kcal/mol
Frontier orbital gap: 8.85 eV

Structure (ORCA input):
```
! wB97M-V def2-TZVPD RIJCOSX def2/J DEFGRID3
* xyz 1 1
H -4.41178 0.99059 -0.46491
H -2.62929 -0.74003 -1.04284
C -3.34970 1.00721 -0.10749
C 2.69689 0.52427 -0.60409
H 0.15469 -1.00716 1.92465
H 0.95629 -2.30537 -0.78320
H 3.44332 -0.00979 -0.10317
H -0.78315 -2.16308 -0.62076
C -0.61072 1.72449 0.08109
H 0.20407 -0.28011 -1.80673
H 2.96938 1.68245 -0.70800
C 0.68982 1.70976 0.31203
H -3.19265 1.85837 0.48539
H 2.72036 0.24803 -1.64473
H 1.42494 -0.09518 0.93776
H 1.26271 -2.46211 1.73416
N -1.15456 0.57016 -0.20215
C -2.42164 0.24242 -0.63984
N 1.35705 0.39498 0.03269
C 0.24211 -1.77178 -0.13305
H -0.42159 -2.71710 1.64878
H -1.18760 2.60908 0.24333
H 1.36795 2.42006 0.76691
C 0.32258 -2.00387 1.38522
C 0.35053 -0.42627 -0.69105
*
```